14
Properties=species:S:1:pos:R:3:nbo_charge:R:1 method="wB97M-V/def2-TZVPD" e_homo_ev="-8.8256 / -8.8256" relative_energy_ev=3.670 e_tot_ha=-1451.54306 lumo_ha="-0.0397 / -0.0397" orbital_gap_ev="7.7 / 7.7"
C 0.54 -1.69 -0.12 -0.46
C -0.95 1.79 0.55 -0.46
N 0.25 -0.49 -0.90 -0.41
N -1.34 0.48 0.24 -0.67
P -2.59 -0.10 -0.76 1.00
Cl -4.01 0.98 0.12 -0.29
Cl -2.67 -1.88 0.28 -0.32
H 1.52 -1.77 -0.17 0.20
H 0.24 -1.57 0.95 0.23
H 0.11 -2.57 -0.55 0.19
H -0.02 1.63 1.09 0.22
H -0.65 2.41 -0.37 0.18
H -1.80 2.32 1.11 0.24
H -0.37 -0.73 -1.78 0.34